(1)
ORCA calculation (ωB97M-V/def2-TZVPD) on a 8-piece molecular cluster, C15H46O11 overall in a non-equilibrium geometry.

The value obtained for the energy relative to the best compared isomer or geometry (same formula, charge and spin) is 2.267 eV. Its LUMO energy is 0.0 eV. Its SMILES is CC(C)O.CC(C)O.CC(C)O.OCCO.OCCO.OCCO.O.O.

Last column: Löwdin charge in e.
Element x y z (Å)
C: -14.87 -31.88 18.69  -0.042
C: -13.50 -31.15 18.41  -0.474
C: -13.44 -30.11 17.26  -0.038
O: -12.96 -30.62 19.58  -0.072
H: -14.98 -32.70 17.98  0.069
H: -15.78 -31.27 18.69  0.066
H: -14.92 -32.28 19.69  0.054
H: -12.79 -31.95 18.19  0.125
H: -14.01 -30.58 16.46  0.073
H: -12.45 -29.95 16.83  0.071
H: -13.76 -29.14 17.63  0.064
H: -13.21 -29.71 19.76  0.037
C: -14.56 -27.12 23.28  -0.051
C: -15.68 -26.09 23.14  -0.492
C: -16.94 -26.66 22.43  -0.044
O: -16.07 -25.76 24.45  -0.050
H: -14.90 -28.00 23.82  0.084
H: -13.65 -26.85 23.81  0.083
H: -14.22 -27.42 22.29  0.059
H: -15.29 -25.20 22.65  0.118
H: -17.19 -27.66 22.79  0.085
H: -16.79 -26.62 21.35  0.059
H: -17.78 -26.01 22.65  0.081
H: -16.40 -26.60 24.79  0.086
C: -20.79 -25.72 18.10  -0.086
C: -19.35 -25.64 17.93  -0.486
C: -18.66 -25.42 19.27  -0.065
O: -18.92 -26.86 17.19  -0.068
H: -21.25 -26.28 17.30  0.092
H: -21.06 -24.69 17.87  0.085
H: -21.17 -25.91 19.10  0.088
H: -19.10 -24.85 17.22  0.136
H: -19.08 -24.55 19.78  0.085
H: -17.62 -25.12 19.11  0.075
H: -18.75 -26.26 19.96  0.072
H: -18.98 -27.55 17.85  0.071
O: -14.71 -21.67 20.63  -0.067
C: -13.64 -22.34 19.95  -0.193
C: -13.12 -23.70 20.58  -0.189
O: -12.15 -23.59 21.63  -0.099
H: -14.59 -21.44 21.55  0.083
H: -13.99 -22.65 18.96  0.120
H: -12.76 -21.69 19.92  0.118
H: -12.49 -24.16 19.82  0.116
H: -13.87 -24.39 20.95  0.109
H: -12.66 -23.41 22.43  0.103
O: -11.05 -26.27 21.26  -0.088
C: -9.70 -26.29 20.91  -0.219
C: -9.14 -24.80 20.72  -0.239
O: -9.21 -24.20 21.94  -0.043
H: -11.39 -25.37 21.31  0.036
H: -9.15 -26.87 21.66  0.100
H: -9.54 -26.83 19.98  0.116
H: -9.70 -24.24 19.97  0.118
H: -8.11 -25.01 20.40  0.119
H: -10.11 -23.97 22.16  0.062
O: -8.53 -29.63 23.25  -0.051
C: -9.67 -29.73 22.43  -0.230
C: -9.37 -30.75 21.26  -0.207
O: -9.53 -32.02 21.87  -0.092
H: -7.89 -29.07 22.80  0.083
H: -10.61 -29.93 22.94  0.125
H: -9.83 -28.80 21.89  0.075
H: -8.32 -30.66 20.97  0.112
H: -10.10 -30.79 20.45  0.108
H: -9.39 -32.69 21.20  0.078
O: -13.87 -32.66 22.11  -0.055
H: -13.44 -33.08 22.86  0.029
H: -13.21 -32.05 21.77  0.008
O: -12.96 -27.81 19.86  -0.040
H: -13.81 -27.37 19.93  0.039
H: -12.39 -27.31 20.45  0.000

---

(2)
ORCA calculation (ωB97M-V/def2-TZVPD) on a 9-piece molecular cluster, C15H48O9 overall in a non-equilibrium geometry.

The value obtained for the energy relative to the best compared isomer or geometry (same formula, charge and spin) is 5.580 eV. Its LUMO energy is 0.3 eV. Its SMILES is CCO.CCO.CCO.CCO.CCO.CCO.CO.CO.CO.

Last column: Löwdin charge in e.
Element x y z (Å)
C: 4.30 1.36 2.11  -0.076
C: 3.13 2.24 1.53  -0.275
O: 3.13 2.19 0.10  -0.104
H: 4.36 0.30 1.83  0.051
H: 4.21 1.32 3.20  0.063
H: 5.30 1.75 1.94  0.064
H: 3.33 3.27 1.81  0.102
H: 2.15 2.08 1.98  0.099
H: 3.78 2.77 -0.31  0.082
C: -2.94 2.38 -1.15  -0.087
C: -2.81 3.56 -2.04  -0.333
O: -2.42 4.65 -1.27  -0.074
H: -2.01 2.20 -0.61  0.077
H: -3.30 1.45 -1.60  0.067
H: -3.67 2.57 -0.36  0.077
H: -3.77 3.85 -2.49  0.114
H: -2.18 3.38 -2.91  0.118
H: -2.90 4.72 -0.44  0.108
C: -0.58 0.03 -3.27  -0.085
C: -0.21 0.16 -4.71  -0.313
O: -1.17 -0.57 -5.45  -0.087
H: 0.23 0.38 -2.63  0.059
H: -0.75 -1.00 -2.95  0.077
H: -1.49 0.57 -3.00  0.062
H: 0.79 -0.17 -4.97  0.112
H: -0.26 1.17 -5.13  0.112
H: -1.85 0.00 -5.81  0.080
C: 2.53 -3.84 -2.30  -0.083
C: 1.25 -3.83 -1.54  -0.322
O: 1.29 -4.85 -0.59  -0.075
H: 3.33 -3.51 -1.63  0.075
H: 2.58 -3.31 -3.26  0.077
H: 2.80 -4.86 -2.57  0.078
H: 0.45 -4.11 -2.22  0.112
H: 0.97 -2.83 -1.21  0.109
H: 0.65 -5.52 -0.85  0.106
C: -4.45 -1.60 1.68  -0.063
C: -3.80 -0.31 1.08  -0.320
O: -3.17 -0.68 -0.11  -0.096
H: -5.16 -1.76 0.87  0.065
H: -5.10 -1.40 2.53  0.075
H: -3.80 -2.45 1.85  0.082
H: -3.13 0.12 1.81  0.097
H: -4.61 0.40 0.92  0.112
H: -3.88 -0.94 -0.70  0.104
C: 3.05 -2.43 3.32  -0.077
C: 2.73 -2.86 1.91  -0.358
O: 2.38 -4.19 1.86  -0.067
H: 3.52 -1.45 3.33  0.050
H: 3.83 -3.03 3.81  0.076
H: 2.16 -2.38 3.95  0.073
H: 3.59 -2.68 1.26  0.109
H: 1.88 -2.25 1.59  0.095
H: 2.16 -4.50 0.98  0.033
C: -1.56 -0.21 4.50  -0.161
O: -1.15 0.82 3.61  -0.125
H: -2.23 0.08 5.30  0.075
H: -2.32 -0.81 3.99  0.057
H: -0.80 -0.90 4.88  0.077
H: -1.00 0.39 2.77  0.010
C: 0.82 4.02 -1.03  -0.167
O: 0.26 4.65 -2.15  -0.132
H: 0.32 4.46 -0.17  0.086
H: 0.52 2.97 -0.94  0.050
H: 1.88 4.13 -1.25  0.080
H: -0.67 4.72 -1.95  0.014
C: 0.23 0.20 0.44  -0.118
O: -0.72 -0.56 1.14  -0.138
H: 0.07 1.27 0.62  0.067
H: 1.11 -0.05 1.04  0.075
H: 0.33 0.02 -0.63  0.063
H: -1.54 -0.75 0.68  0.032

---

(3)
ORCA calculation (ωB97M-V/def2-TZVPD) on C15H4BF8N6O4SV as an isolated structure in a non-equilibrium geometry.

The value obtained for the energy relative to the best compared isomer or geometry (same formula, charge and spin) is 0.000 eV. Its net charge is +2. Its LUMO energy is -10.0 eV.

Last column: Löwdin charge in e.
Element x y z (Å)
V: 0.38 -0.03 -0.15  1.086
O: 2.66 2.70 -0.82  -0.087
S: 1.93 2.29 0.30  0.745
O: 2.36 2.28 1.64  -0.127
O: 1.89 -0.05 -0.08  -0.172
O: 0.50 2.02 0.08  -0.312
F: -3.07 -1.00 -0.83  0.310
B: -3.01 0.29 -0.69  -0.774
F: -3.97 1.12 -0.90  0.354
F: -1.80 0.80 -0.29  0.166
F: 0.06 -0.13 -1.83  -0.216
N: -0.50 -4.02 0.59  0.130
C: -0.25 -4.10 -0.76  -0.002
C: 0.02 -2.84 -1.17  -0.057
N: -0.07 -2.00 -0.07  -0.061
C: -0.38 -2.75 0.98  -0.109
H: -0.74 -4.79 1.20  0.188
H: -0.30 -5.03 -1.30  0.146
H: 0.26 -2.49 -2.16  0.132
H: -0.52 -2.41 1.99  0.127
F: -0.45 2.58 6.50  0.169
C: -0.31 1.27 6.56  -0.131
C: -0.29 0.67 7.78  -0.108
F: -0.40 1.41 8.85  0.196
C: -0.14 -0.77 7.93  0.008
C: -0.03 -1.51 6.69  -0.115
C: -0.06 -0.89 5.50  -0.121
F: 0.05 -1.62 4.37  0.112
C: -0.20 0.53 5.35  0.019
C: -0.23 1.13 4.10  -0.103
C: -0.14 0.45 2.88  -0.037
N: -0.18 0.01 1.81  0.140
C: -0.32 2.55 3.85  -0.170
N: -0.35 3.68 3.66  0.239
F: 0.10 -2.81 6.73  0.181
C: -0.12 -1.37 9.16  -0.063
C: 0.01 -2.79 9.33  -0.121
N: 0.14 -3.91 9.52  0.274
C: -0.23 -0.67 10.39  -0.119
N: -0.31 -0.17 11.43  0.283

---

| no. | highest occupied orbital energy (eV) |
| --- | --- |
| 1 | -9.63 |
| 2 | -9.39 |
| 3 | -15.18 |